1.
An isolated molecule of C3H6O3 at a distorted geometry, computed with ωB97M-V/def2-TZVPD.

Structure (XYZ):
```
12
Properties=species:S:1:pos:R:3:forces:R:3
C 0.6213 0.6719 -0.2487 -3.964 -0.571 -1.247
C -0.4125 -0.5096 0.0275 -1.927 2.709 0.367
O 0.0703 -1.4086 0.9608 0.007 -0.042 0.287
O -0.7095 -1.2127 -1.1670 0.281 0.756 0.612
C -1.9543 0.1879 0.6167 3.749 -2.637 0.704
O -2.6723 0.6669 -0.1583 -1.872 1.442 -1.905
H 1.3080 0.5933 0.4978 2.207 -0.019 1.861
H 0.9857 0.4427 -1.2242 0.748 0.100 -0.628
H 0.1520 1.6908 -0.2580 0.266 -1.057 0.001
H 0.0395 -2.2301 0.4668 0.361 -0.537 0.303
H -1.4532 -1.7759 -0.9403 -0.374 -0.139 -0.344
H -2.2543 0.0431 1.6828 0.518 -0.005 -0.011
```
Forces are in eV/Å.

As for the spin multiplicity: 1. The energy relative to the best compared isomer or geometry (same formula, charge and spin) is 50.2 kcal per mole. The highest occupied orbital energy is -9.1 eV. The value obtained for the electronic energy is -343.57461 hartree. Its lowest unoccupied orbital energy is 0.585 eV.

=====

2.
An isolated molecule of C3H6O3 at a distorted geometry, computed with ωB97M-V/def2-TZVPD.

Structure (XYZ):
```
12
Properties=species:S:1:pos:R:3:forces:R:3
C 1.2353 0.7120 -0.2390 1.511 -0.766 0.335
C 0.0767 -0.2559 -0.0511 -2.131 0.854 -0.559
O 0.3148 -1.2087 1.0006 0.657 1.385 -0.583
O -0.3329 -0.8896 -1.2436 -0.985 -0.182 0.684
C -1.1919 0.5134 0.4781 0.641 -0.977 0.591
O -2.2834 0.4296 -0.0124 0.186 0.069 -0.227
H 1.4705 0.9483 -1.2946 -0.914 0.139 0.473
H 1.0897 1.6680 0.3884 0.649 -1.662 -0.858
H 2.1395 0.0547 0.0013 -0.850 1.428 0.449
H -0.1578 -1.9665 0.6891 -0.429 -1.060 -0.071
H -1.3450 -0.9502 -1.1944 1.770 0.327 -0.186
H -1.0155 0.9450 1.4775 -0.104 0.445 -0.049
```
Forces are in eV/Å.

As for the spin multiplicity: 1. The energy relative to the best compared isomer or geometry (same formula, charge and spin) is 34.4 kcal per mole. The highest occupied orbital energy is -10.1 eV. The value obtained for the electronic energy is -343.59973 hartree. Its lowest unoccupied orbital energy is 0.752 eV.